108
Properties=species:S:1:pos:R:3:forces:R:3 method="wB97M-V/def2-TZVPD" smiles="CCCCC[C@@]1(CCC)[C@H](OC#N)OS(=O)(=O)[C@](OCC)(B(O)N(C)C)[C@@]1(Cc1ccccc1C)P(C)C.c1ccccc1.c1ccccc1" fmax_ev_per_a=11.8 e_homo_ev=-7.2 gap_ha=0.24473
C -4.3568 -2.5007 -2.6392 0.464 -0.126 -0.424
C -2.8776 -3.0523 -3.1882 -0.571 0.040 0.912
C -1.8531 -3.2480 -1.9159 -0.534 0.281 -0.027
C -0.4781 -2.3024 -2.0293 -0.767 -1.171 0.891
C -0.7432 -0.9892 -1.1105 -0.988 -0.014 0.257
C 0.5744 -0.0897 -0.6681 -0.202 -0.019 -1.738
C 2.0037 -0.8684 -0.7694 1.630 0.404 0.765
C 2.6321 -1.2821 -2.2003 1.536 -0.665 -0.846
C 3.5512 -2.6621 -1.9803 0.258 0.790 0.730
C 0.6177 1.0987 -1.8484 -0.903 0.932 0.744
O 0.3343 0.5986 -3.2164 2.641 3.306 -1.855
C 0.8569 1.5712 -4.1950 -0.401 4.142 -5.349
N 1.0684 2.4096 -5.1675 -1.585 -7.582 8.873
O 1.9280 1.7561 -1.9124 -1.284 -0.566 2.524
S 2.0190 2.6979 -0.5228 3.663 8.981 -3.251
O 3.4980 3.2484 -0.4612 -5.039 -3.435 0.350
O 1.1671 3.9838 -0.8697 1.747 -5.556 1.751
C 1.4859 1.8632 1.0999 -0.421 -0.486 2.142
O 0.8581 2.9721 1.8332 0.965 -1.750 -1.429
C 1.6025 4.1058 2.2111 -0.122 3.639 2.241
C 0.5979 5.4405 2.0789 1.350 0.206 -0.540
B 2.7622 1.4684 2.0814 3.466 -0.145 1.519
O 2.7592 1.5875 3.5798 -0.555 1.284 -2.737
N 4.1630 1.0651 1.5538 -1.391 0.020 0.350
C 4.5442 -0.3274 1.9808 1.874 -0.146 -0.298
C 5.2180 2.0624 1.9817 -0.135 0.102 1.398
C 0.3747 0.6187 0.8494 -1.183 0.557 -1.011
C 0.1127 -0.3756 2.0736 -1.379 -1.656 1.863
C 0.7010 -1.8590 2.2789 2.692 -5.212 1.511
C 0.2765 -3.2223 1.4017 1.798 -0.926 2.127
C 0.8386 -4.7399 1.6474 1.292 2.631 2.334
C 1.9010 -5.0707 2.8418 -1.934 4.503 -0.671
C 2.3115 -3.8055 3.7953 -2.208 -0.519 -3.030
C 1.7303 -2.2574 3.5392 -0.330 -2.229 -1.425
C 2.2314 -1.2221 4.7020 -1.172 -0.726 0.932
P -1.2191 1.7290 0.9574 1.105 2.778 -0.306
C -2.5440 1.6433 -0.2619 -3.812 -1.566 -1.699
C -1.9518 1.8677 2.6994 -1.685 -0.647 0.951
H -4.9893 -3.4154 -2.2390 1.284 1.962 -0.783
H -4.9361 -1.9922 -3.5475 1.146 -1.052 2.170
H -4.1852 -1.7324 -1.7427 -0.488 -1.565 -2.094
H -2.4160 -2.2785 -3.9466 -0.997 -1.699 1.384
H -3.0616 -4.1061 -3.6676 0.469 2.230 0.553
H -2.4715 -2.9374 -0.9490 1.441 -0.638 -1.880
H -1.6080 -4.3871 -1.7878 -0.209 2.226 -0.316
H 0.3933 -2.9991 -1.6157 -1.572 1.863 -1.050
H -0.3244 -1.9860 -3.1505 -0.083 -0.743 2.320
H -1.5388 -0.3763 -1.7581 1.931 -0.968 1.572
H -1.3502 -1.2633 -0.1189 1.451 0.389 -2.162
H 2.1183 -1.8218 -0.0844 -0.869 2.001 -1.203
H 2.8277 -0.1113 -0.3492 -1.778 -1.528 -0.617
H 1.9130 -1.4595 -3.0927 0.998 0.338 1.842
H 3.4216 -0.4670 -2.5735 -1.938 -1.590 0.882
H 4.0946 -2.9915 -2.9635 -1.255 0.557 1.849
H 4.4016 -2.3816 -1.2013 -1.721 -0.622 -1.567
H 2.9322 -3.5366 -1.4876 1.139 1.697 -1.211
H -0.1792 1.9397 -1.6836 1.448 -1.554 0.038
H 2.5829 4.4137 1.6797 -1.635 -1.174 0.317
H 1.8503 4.0593 3.3780 -0.452 -0.168 -2.339
H 0.5339 5.7841 0.9380 -0.142 -1.071 2.571
H 1.1871 6.3109 2.6268 -1.407 -1.765 -0.904
H -0.4499 5.2582 2.5678 2.109 0.313 -1.012
H 3.2095 2.4324 3.8701 -0.662 -1.468 -0.545
H 5.5803 -0.5719 1.4391 -2.163 0.425 1.116
H 3.8102 -1.1781 1.6570 1.090 1.826 0.847
H 4.7924 -0.2905 3.1236 -0.637 -0.569 -1.823
H 6.1375 2.0747 1.2570 -1.953 0.114 1.275
H 4.7211 3.1358 2.1319 1.293 -2.194 -0.759
H 5.5935 1.7405 3.0682 -0.490 0.716 -2.089
H -1.0623 -0.6254 2.0552 2.602 0.716 -0.026
H 0.2473 0.2087 3.1072 -0.047 -1.252 -2.392
H -0.5183 -3.1558 0.5493 1.695 0.067 1.774
H 0.4814 -5.6520 0.9649 0.726 2.472 1.571
H 2.2794 -6.1848 2.9941 -0.814 2.795 -0.229
H 3.0463 -4.0579 4.7022 -1.852 0.974 -2.162
H 1.4748 -0.3076 4.8299 1.988 -1.908 -0.531
H 3.3503 -0.8887 4.6364 -2.349 -0.479 -0.258
H 2.1391 -1.8181 5.7331 0.190 1.185 -2.269
H -2.3157 1.6292 -1.4343 0.032 0.146 2.837
H -3.2501 0.6937 -0.0955 1.131 1.804 -0.557
H -3.2804 2.5747 -0.1320 1.880 -1.858 0.012
H -2.8075 1.0521 2.8131 1.702 1.594 0.166
H -1.1998 1.7642 3.5918 -1.292 0.127 -2.013
H -2.4797 2.9216 2.8342 1.234 -2.147 -0.594
C -2.5708 -1.1771 5.4000 -0.198 -0.078 -0.006
C -3.2768 -0.9160 6.5740 -0.058 -0.068 -0.115
C -4.5530 -1.4486 6.7543 0.088 -0.062 -0.176
C -5.1197 -2.2511 5.7637 0.178 0.089 -0.001
C -4.4122 -2.5152 4.5913 0.053 0.104 0.095
C -3.1397 -1.9750 4.4070 -0.094 0.076 0.172
H -1.5776 -0.7590 5.2583 -0.099 -0.070 0.015
H -2.8323 -0.2963 7.3487 -0.071 -0.089 -0.119
H -5.1055 -1.2395 7.6662 0.084 -0.037 -0.124
H -6.1123 -2.6703 5.9061 0.146 0.062 -0.024
H -4.8534 -3.1420 3.8201 0.071 0.100 0.119
H -2.5911 -2.1764 3.4912 -0.016 -0.025 0.104
C -2.8953 2.9763 -9.6770 0.102 -0.029 0.141
C -1.5405 3.1099 -9.9792 -0.037 -0.022 0.146
C -0.5824 2.9412 -8.9800 -0.251 -0.039 0.036
C -0.9791 2.6288 -7.6794 -0.053 -0.006 -0.109
C -2.3339 2.4916 -7.3781 0.049 0.051 -0.223
C -3.2924 2.6694 -8.3753 0.178 0.007 -0.056
H -3.6419 3.1112 -10.4553 0.105 -0.018 0.109
H -1.2311 3.3465 -10.9942 -0.053 -0.024 0.148
H 0.4729 3.0520 -9.2144 -0.142 -0.024 0.046
H -0.2324 2.4925 -6.9017 -0.214 0.063 -0.243
H -2.6428 2.2465 -6.3649 0.053 0.049 -0.135
H -4.3480 2.5678 -8.1390 0.126 0.010 -0.039

119
Properties=species:S:1:pos:R:3:forces:R:3 method="wB97M-V/def2-TZVPD" total_charge=-1 fmax_ev_per_a=0.6 e_homo_ev=-4.9 gap_ha=0.22634
Mg 1.1550 -0.5922 -0.3167 -0.241 0.534 0.238
F -5.2201 -1.2366 2.4948 -0.028 -0.034 0.023
C -4.7803 -1.7118 1.3030 0.011 0.001 -0.006
C -3.5965 -1.2398 0.8317 -0.001 -0.003 -0.001
C -3.1378 -1.6122 -0.4355 0.060 -0.002 -0.021
C -1.8015 -1.2211 -0.8759 -0.054 -0.019 -0.029
O -1.0228 -0.6834 -0.0568 0.088 -0.059 -0.078
C -1.5095 -1.4862 -2.2494 -0.006 -0.058 0.039
C -2.4099 -2.1908 -2.9874 -0.012 0.011 -0.029
N -3.5777 -2.6864 -2.5276 0.030 -0.009 0.050
C -4.4332 -3.4461 -3.4060 -0.012 -0.059 -0.041
C -3.8140 -4.4395 -4.3377 -0.018 -0.006 -0.002
C -4.6191 -4.9180 -3.1671 0.026 -0.008 0.038
C -3.9707 -2.3960 -1.2320 -0.058 0.006 0.012
C -5.1532 -2.9305 -0.6982 0.017 -0.006 0.008
C -5.5387 -2.6840 0.6088 0.039 -0.052 -0.011
N -6.5803 -3.4004 1.2474 -0.034 0.022 -0.013
C -6.2837 -3.7941 2.6357 0.152 0.080 -0.014
C -5.1072 -4.7477 2.6705 0.071 0.001 0.035
N -5.3988 -5.9836 1.8780 0.055 0.032 -0.115
C -5.9311 -5.6753 0.5129 -0.050 0.066 0.070
C -7.0291 -4.6163 0.5656 0.027 0.012 -0.033
C -0.2296 -1.0617 -2.9574 -0.043 0.027 0.119
O -0.2217 -1.0972 -4.1807 0.008 -0.038 -0.035
O 0.7181 -0.7026 -2.1884 0.076 0.110 -0.258
H -2.9990 -0.5723 1.4366 -0.006 0.007 0.008
H -2.1750 -2.3840 -4.0251 0.000 -0.003 0.001
H -5.2863 -2.8838 -3.7685 -0.004 0.005 0.001
H -2.7450 -4.5881 -4.2793 0.006 0.006 0.010
H -4.2331 -4.5074 -5.3310 0.002 -0.005 -0.003
H -4.0567 -5.3505 -2.3455 -0.041 0.033 -0.075
H -5.6033 -5.3328 -3.3430 -0.005 0.003 -0.007
H -5.7077 -3.6186 -1.3120 -0.027 -0.024 0.025
H -7.1915 -4.2309 3.0582 0.010 -0.068 -0.025
H -6.0353 -2.9321 3.2404 -0.064 0.023 0.032
H -4.7993 -5.0650 3.6628 -0.046 0.023 0.034
H -4.2300 -4.2992 2.2027 0.053 -0.037 0.012
H -6.0553 -6.5670 2.3941 0.148 -0.103 0.014
H -4.4929 -6.4979 1.7649 0.003 0.095 -0.017
H -6.2479 -6.6108 0.0548 -0.074 0.012 0.023
H -5.0602 -5.3157 -0.0295 0.048 -0.066 -0.064
H -7.9060 -4.9766 1.1087 -0.014 -0.004 -0.008
H -7.3651 -4.4016 -0.4480 0.020 0.024 0.006
C 5.1053 2.9930 0.1445 0.045 0.016 0.036
Sb 3.3008 2.1436 0.9741 0.186 0.079 -0.029
C 3.1733 0.3583 -0.2467 -0.028 -0.104 -0.041
C 3.5844 0.4986 -1.6565 -0.046 -0.033 -0.035
C 3.7468 -0.6323 -2.4930 0.036 0.046 0.036
C 4.1498 -0.4851 -3.7961 0.002 0.032 -0.024
C 4.3759 0.7948 -4.3010 0.003 -0.033 0.026
C 4.1445 1.8498 -3.4466 0.008 -0.002 -0.011
N 3.7664 1.7226 -2.1731 -0.031 -0.099 -0.084
Si 4.1950 -0.8700 0.7559 0.050 -0.047 -0.049
C 4.4212 -2.5916 0.0128 0.003 0.029 -0.048
C 5.9929 -0.3205 0.9887 -0.039 0.067 0.071
C 3.4550 -1.1519 2.4648 -0.043 -0.018 -0.025
C 2.0069 4.0619 0.6938 -0.185 -0.197 0.045
C 0.6501 3.7727 0.1114 0.057 0.110 0.033
C -0.3224 4.7850 0.0166 -0.030 0.006 0.008
C -1.5176 4.5553 -0.6300 0.016 0.032 0.012
C -1.7467 3.3092 -1.1926 0.000 -0.054 -0.014
C -0.7790 2.3440 -1.0072 0.039 0.011 0.017
N 0.3689 2.5441 -0.3472 0.028 -0.055 -0.018
Si 2.8236 5.4215 -0.3585 0.075 0.014 0.009
C 3.0488 4.8262 -2.1153 -0.046 -0.037 0.008
C 4.4494 6.0042 0.4121 -0.009 0.073 0.034
C 1.8133 7.0172 -0.5423 0.004 -0.016 -0.009
Si 1.8018 4.5323 2.5367 0.003 0.029 -0.039
C 3.4170 4.6022 3.5043 0.024 0.002 -0.006
C 0.6365 3.3135 3.3641 -0.008 -0.025 -0.059
C 1.0567 6.2388 2.8576 -0.024 0.015 -0.040
H 5.7260 2.1595 -0.1743 -0.011 -0.050 0.025
H 5.6323 3.5700 0.9046 0.022 -0.043 -0.012
H 4.9029 3.6080 -0.7276 0.043 -0.078 0.048
H 3.5037 -1.6142 -2.1193 0.016 -0.032 0.029
H 4.2582 -1.3581 -4.4285 -0.002 0.006 -0.002
H 4.6845 0.9644 -5.3234 -0.006 -0.002 -0.004
H 4.2599 2.8722 -3.7990 -0.002 -0.003 -0.002
H 5.2216 -2.5785 -0.7302 -0.005 -0.019 -0.022
H 3.5406 -3.0391 -0.4444 -0.023 0.010 0.028
H 4.7338 -3.2503 0.8291 0.029 0.002 -0.010
H 6.4256 -0.0288 0.0278 0.012 -0.017 0.001
H 6.5837 -1.1531 1.3813 -0.010 -0.004 0.014
H 6.1017 0.5203 1.6783 -0.002 0.028 -0.016
H 2.5508 -1.7659 2.4118 0.001 0.001 -0.012
H 3.1992 -0.2250 2.9771 0.005 0.004 0.018
H 4.1817 -1.6970 3.0740 -0.003 -0.007 0.003
H -0.1188 5.7558 0.4363 0.005 0.003 -0.010
H -2.2535 5.3467 -0.7090 0.002 0.000 0.001
H -2.6463 3.0822 -1.7477 0.001 0.000 0.004
H -0.9123 1.3536 -1.4123 -0.026 -0.153 -0.025
H 3.0942 3.7349 -2.1348 0.009 0.084 0.008
H 3.9677 5.2211 -2.5563 0.005 0.030 -0.003
H 2.2114 5.1511 -2.7370 -0.020 0.000 -0.010
H 4.6591 5.5402 1.3736 0.008 0.016 -0.012
H 4.4193 7.0864 0.5602 -0.015 0.013 0.021
H 5.2942 5.7789 -0.2404 -0.031 0.037 -0.005
H 0.9677 6.8921 -1.2195 -0.004 -0.005 0.000
H 2.4877 7.7500 -0.9976 0.006 -0.009 -0.015
H 1.4488 7.4458 0.3904 0.006 0.027 0.030
H 4.1425 3.8438 3.2134 0.014 0.001 0.014
H 3.1883 4.4428 4.5621 -0.023 -0.002 0.000
H 3.8831 5.5854 3.4162 -0.007 0.010 0.003
H 1.1033 2.3354 3.4820 -0.006 -0.053 -0.011
H -0.2858 3.1907 2.7881 0.004 0.001 0.009
H 0.3576 3.6826 4.3543 0.020 0.003 0.007
H 1.7105 7.0392 2.5082 0.012 0.013 -0.003
H 0.9556 6.3528 3.9412 0.012 -0.017 0.007
H 0.0674 6.3852 2.4227 -0.007 0.014 0.028
O 1.2096 -2.6463 -0.0334 -0.155 -0.019 0.006
N 0.6061 -3.6696 0.2213 0.094 -0.127 0.052
O 0.6713 0.3076 1.6239 0.144 -0.059 0.122
H 0.3980 1.1651 1.2543 0.007 0.092 -0.017
H -0.1263 -0.0806 2.0044 -0.028 -0.057 -0.108
Se -2.2213 -6.3783 3.7308 -0.191 -0.067 -0.078
Sb -1.1030 -6.2808 1.5743 0.173 -0.008 0.031
Se -0.3891 -3.6936 1.7825 -0.070 0.127 0.002
Se 0.9489 -7.4210 1.1939 -0.033 -0.018 0.036
Se -2.6778 -6.2334 -0.2875 -0.167 0.011 0.112